Entry from the OMol25 dataset: C23H17F6IN3O6S3V as an isolated structure (the ωB97M-V functional and the def2-TZVPD basis).

Geometry (Å):
V 0.69024 0.85679 -0.71229
F -1.32811 3.07402 -3.20581
C -0.83378 3.99007 -2.38847
F -1.57161 4.05450 -1.28936
F -0.84783 5.16657 -2.99661
S 0.93422 3.60179 -1.89818
O 0.85892 2.93536 -0.58062
O 1.63677 4.83562 -1.92998
N 1.29053 2.51688 -2.98460
S 2.64788 1.71844 -2.87592
O 2.59737 0.84986 -1.68411
O 3.86777 2.41412 -3.09102
C 2.43564 0.61074 -4.33809
F 3.38541 -0.31780 -4.27976
F 2.57819 1.32478 -5.44349
F 1.24817 0.02215 -4.33820
I -7.76045 1.10490 -3.41681
C -5.94690 1.04807 -2.38695
C -5.94872 1.07140 -0.99819
C -4.74237 1.02636 -0.31985
C -3.54081 0.96947 -1.01900
C -3.55528 0.95082 -2.40902
C -4.75859 0.98526 -3.09901
C -2.25538 0.88929 -0.24246
O -2.26209 0.69887 0.95643
O -1.18081 0.98873 -0.98999
H -6.88144 1.12309 -0.45379
H -4.71392 1.03875 0.76159
H -2.61953 0.90950 -2.94982
H -4.76864 0.96740 -4.18009
N -1.62669 -2.09838 -0.52193
C -0.30412 -2.13231 -0.33227
S 0.68865 -1.49503 -1.58952
N 0.11814 -2.68320 0.80650
C 1.41302 -2.92336 1.35471
C 2.59872 -2.90957 0.63353
C 3.79016 -3.17820 1.29465
C 3.81093 -3.47267 2.64794
C 2.61799 -3.50055 3.35586
C 1.42561 -3.22458 2.71353
H -1.94954 -1.57311 -1.31975
H -2.27709 -2.23843 0.23636
H -0.61459 -2.92858 1.45823
H 2.60321 -2.68523 -0.41847
H 4.71318 -3.15985 0.72987
H 4.74759 -3.68168 3.14732
H 2.61307 -3.72050 4.41525
H 0.49891 -3.21754 3.27661
C 0.89317 0.49915 0.86643
C 1.12602 0.21081 2.26248
C 2.44097 0.12398 2.73062
C 2.68668 -0.14383 4.06604
C 1.62569 -0.33624 4.94300
C 0.31753 -0.25249 4.48291
C 0.06046 0.02430 3.14885
H 3.25847 0.27423 2.03680
H 3.70631 -0.20522 4.42412
H 1.81897 -0.54382 5.98797
H -0.50717 -0.38431 5.17240
H -0.94912 0.13041 2.77345

For the frontier orbital gap, the calculation gives 8.12 eV. The calculation puts the LUMO energy at -0.289 eV. The value obtained for the energy relative to the best compared isomer or geometry (same formula, charge and spin) is 14.22 kcal/mol.

---

Entry from the OMol25 dataset: C23H17FN5O6S5Sm as an isolated structure (the ωB97M-V functional and the def2-TZVPD basis).

Geometry (Å):
Sm -1.26267 -0.46011 -0.77552
O -1.37647 4.12844 -0.36517
C -1.38200 4.30500 0.98193
C -1.45062 5.59565 1.50789
C -1.47103 5.80326 2.87280
C -1.42834 4.71981 3.74136
C -1.36812 3.44430 3.21895
C -1.34045 3.20162 1.84301
C -1.27479 1.79823 1.35427
O -1.00452 1.58612 0.11923
N -1.50886 0.85717 2.24707
N -1.60938 -0.36684 1.61779
C -1.54331 -1.42074 2.33236
C -1.67347 -2.74595 1.68472
C -1.64252 -3.89490 2.46074
C -1.78324 -5.12428 1.83599
C -1.95609 -5.16507 0.46362
C -1.96258 -3.96731 -0.23840
N -1.81489 -2.78051 0.34592
H -1.46944 4.98932 -0.78247
H -1.48878 6.43535 0.82307
H -1.52062 6.81457 3.25454
H -1.44135 4.87288 4.81088
H -1.33615 2.59034 3.87934
H -1.38678 -1.35122 3.40695
H -1.51563 -3.82340 3.53144
H -1.76314 -6.03626 2.41682
H -2.08305 -6.09787 -0.06489
H -2.10189 -3.95962 -1.31228
F 3.83472 1.69778 2.97414
C 3.96478 0.75992 2.03794
C 3.39467 0.87343 0.83844
N 3.54701 -0.09690 -0.13569
C 2.80305 0.01480 -1.36792
C 1.34701 -0.34556 -1.19295
O 0.54045 -0.05839 -2.13182
O 0.95315 -0.89473 -0.12888
C 4.22084 -1.27423 0.10982
O 4.30590 -2.17519 -0.69712
N 4.81452 -1.34506 1.35778
C 4.76453 -0.41698 2.39011
O 5.32265 -0.59693 3.44512
H 2.78644 1.72955 0.57875
H 3.24123 -0.67283 -2.09208
H 2.86966 1.02391 -1.77586
H 5.33457 -2.19009 1.54176
C 0.13137 -2.81733 -3.76963
S -1.53016 -2.27048 -3.33905
C -1.64424 -0.75218 -4.21386
C -2.39884 0.27274 -3.76511
S -3.39611 0.33706 -2.31954
S -2.42626 1.66528 -4.81441
C -1.38217 1.07165 -6.05208
S -0.98908 1.90121 -7.41202
S -0.84178 -0.54231 -5.74626
H 0.32225 -3.71834 -3.18784
H 0.86462 -2.05503 -3.51909
H 0.20538 -3.07275 -4.82462

For the frontier orbital gap (spin up / spin down), the calculation gives 6.25 / 6.29 eV. The calculation puts the LUMO energy (spin up / spin down) at -1.222 / -1.185 eV. The value obtained for the energy relative to the best compared isomer or geometry (same formula, charge and spin) is 0.00 kcal/mol. Its spin multiplicity is 6.

---

Entry from the OMol25 dataset: C23H18AuN2O5S as an isolated structure (the ωB97M-V functional and the def2-TZVPD basis).

Geometry (Å):
Au -0.04855 1.09355 -0.24192
O 1.05440 2.75048 -0.22600
C 0.50796 3.94594 -0.07196
C 1.43743 5.00880 -0.04373
C 1.05020 6.31830 0.09029
C -0.30166 6.65116 0.20824
C -1.22534 5.63705 0.18608
C -0.87024 4.28088 0.04820
C -1.98730 3.35349 0.06090
N -1.86354 2.09014 -0.04467
N -2.95772 1.25397 0.00318
C -2.58088 0.00413 -0.06285
O -1.34756 -0.42634 -0.16126
C -3.62023 -1.05348 -0.02595
C -3.24317 -2.38527 -0.16515
C -4.21132 -3.37941 -0.14213
C -5.54784 -3.05000 0.02117
C -5.92390 -1.71781 0.15945
C -4.96519 -0.72046 0.13356
H 2.48044 4.73748 -0.13873
H 1.80399 7.09607 0.10462
H -0.61398 7.68080 0.31520
H -2.28015 5.87114 0.27768
H -2.99106 3.76008 0.17937
H -2.20442 -2.65943 -0.30277
H -3.90329 -4.41022 -0.26100
H -6.30115 -3.82824 0.03794
H -6.96777 -1.45806 0.28450
H -5.24167 0.31966 0.23608
O 4.76789 -8.53154 0.17901
C 3.46888 -8.50012 0.60120
O 3.08698 -9.38551 1.32478
C 2.63571 -7.38473 0.11460
C 3.04476 -6.45413 -0.84811
C 2.21678 -5.43169 -1.25728
C 0.91762 -5.26508 -0.72615
S -0.10718 -3.97357 -1.22737
C 0.51918 -6.21773 0.23993
C 1.34721 -7.24094 0.64132
H 4.94503 -7.74402 -0.34603
H 4.02021 -6.51833 -1.32492
H 2.55263 -4.72952 -2.00964
H -0.47111 -6.12178 0.66702
H 1.01766 -7.95795 1.38266
C 1.70087 -1.25518 0.38700
C 1.63870 -0.03432 -0.47513
O 2.45932 0.33070 -1.25283
H 2.74472 -1.53910 0.52015
H 1.17035 -2.08001 -0.11940
H 1.21165 -1.08943 1.34524

For the frontier orbital gap, the calculation gives 5.68 eV. As for the net charge: -1. The calculation puts the LUMO energy at 1.789 eV. The value obtained for the energy relative to the best compared isomer or geometry (same formula, charge and spin) is 26.60 kcal/mol.

---

Entry from the OMol25 dataset: C23H18BrMnN7O2S as an isolated structure (the ωB97M-V functional and the def2-TZVPD basis).

Geometry (Å):
Mn -0.43393 -0.62529 -0.31828
S -2.22520 1.31966 3.29020
C -0.82499 2.27666 2.88969
C -0.29764 3.35353 3.58423
C 0.78666 4.00932 3.03503
C 1.34137 3.59341 1.82276
C 0.83748 2.50241 1.14605
C -0.25972 1.82539 1.67980
N -0.91329 0.74709 1.13821
C -1.96050 0.39221 1.86920
C -2.73897 -0.73102 1.42278
C -3.90351 -1.16483 2.05647
C -4.54573 -2.29748 1.59490
C -4.02553 -2.98356 0.50678
C -2.88948 -2.52781 -0.15436
C -2.21853 -1.39143 0.28181
H -0.73684 3.67630 4.51523
H 1.20199 4.85854 3.55258
H 2.16997 4.14513 1.40587
H 1.26609 2.16892 0.21020
H -4.29301 -0.61602 2.90133
H -5.43537 -2.66359 2.08587
H -4.50364 -3.88905 0.16398
H -2.54830 -3.08119 -1.01802
Br 6.90412 -2.68961 2.55061
C 5.49555 -1.74657 1.71214
C 5.74646 -0.53356 1.05866
N 4.79238 0.10647 0.43239
C 3.55961 -0.34770 0.41432
C 3.20356 -1.52733 1.06595
C 4.19824 -2.24325 1.72173
C 1.78152 -2.02832 1.07103
O 1.48844 -3.13807 1.44676
O 0.91258 -1.16395 0.64386
H 6.73295 -0.09139 1.03249
H 2.84297 0.24712 -0.14008
H 3.95176 -3.16623 2.22645
C -0.00301 -4.29274 -2.83073
C -0.07251 -3.07601 -2.11220
N -0.16630 -2.07616 -1.54329
H 0.89218 -4.31309 -3.45669
H -0.88064 -4.39036 -3.47478
H 0.02564 -5.13576 -2.13557
N -0.41155 3.66466 -3.97821
C -1.55696 2.99499 -4.14361
N -2.44846 3.41510 -5.02949
N -1.84197 1.90219 -3.45819
C -1.36670 1.22497 -2.53260
N -1.08330 0.47508 -1.66588
H -0.20454 4.49306 -4.51554
H 0.25101 3.38633 -3.27348
H -2.28015 4.23989 -5.58369
H -3.31225 2.91296 -5.16466

For the frontier orbital gap (spin up / spin down), the calculation gives 4.28 / 5.43 eV. As for the net charge: +2. The calculation puts the LUMO energy (spin up / spin down) at -9.027 / -7.879 eV. Its spin multiplicity is 2.